A cluster of 3 separate species, C19H43N2O4PS2 in total in a non-equilibrium geometry, computed with ωB97M-V with the def2-TZVPD basis set.

Summary:
Multiplicity: 1
SMILES: CCCCN(CCCCPCON=O)C(=S)SCCC.CC(C)O.CC(C)O
DFT total energy, eV: -62525.709
Frontier orbital gap, eV: 7.57
HOMO, Eh: -0.2953

Positions of all 71 atoms, in Å:
C: 1.338 2.319 3.638
C: -0.165 2.044 3.750
C: -0.777 1.441 2.487
C: 0.005 0.235 1.987
N: -0.687 -0.500 0.900
C: 0.123 -0.583 -0.334
C: -0.691 -0.723 -1.631
C: -0.048 -1.710 -2.600
C: 1.154 -1.114 -3.359
P: 2.607 -2.229 -3.168
C: 3.533 -1.927 -4.743
O: 3.679 -0.508 -4.849
N: 3.697 -0.138 -6.263
O: 4.772 -0.020 -6.671
C: -1.329 -1.645 1.307
S: -2.183 -1.725 2.700
S: -1.321 -3.102 0.264
C: 0.378 -3.741 0.402
C: 1.230 -3.241 1.575
C: 2.709 -3.200 1.167
H: 1.690 2.947 4.452
H: 1.574 2.819 2.697
H: 1.908 1.390 3.669
H: -0.659 2.988 3.983
H: -0.334 1.379 4.599
H: -1.804 1.150 2.698
H: -0.805 2.214 1.714
H: 0.963 0.580 1.604
H: 0.222 -0.436 2.820
H: 0.907 -1.341 -0.254
H: 0.638 0.374 -0.391
H: -0.797 0.252 -2.103
H: -1.678 -1.097 -1.371
H: 0.280 -2.583 -2.027
H: -0.786 -2.089 -3.305
H: 0.925 -0.969 -4.415
H: 1.433 -0.138 -2.966
H: 1.985 -3.449 -3.516
H: 3.046 -2.334 -5.633
H: 4.520 -2.389 -4.669
H: 0.250 -4.817 0.504
H: 0.924 -3.575 -0.528
H: 1.134 -3.932 2.409
H: 0.946 -2.241 1.884
H: 3.334 -2.970 2.027
H: 3.028 -4.163 0.770
H: 2.865 -2.454 0.387
C: -0.216 3.938 -4.470
C: 0.564 2.634 -4.509
C: 1.948 2.820 -5.112
O: -0.164 1.636 -5.225
H: -0.362 4.322 -5.484
H: -1.201 3.782 -4.029
H: 0.309 4.698 -3.890
H: 0.662 2.241 -3.495
H: 1.872 3.170 -6.145
H: 2.480 1.871 -5.121
H: 2.533 3.545 -4.545
H: -0.272 1.944 -6.130
C: -3.154 1.245 5.789
C: -4.565 1.088 5.241
C: -5.375 0.089 6.053
O: -4.524 0.702 3.870
H: -2.621 0.291 5.739
H: -2.594 1.968 5.197
H: -3.166 1.579 6.828
H: -5.067 2.057 5.253
H: -4.906 -0.898 6.014
H: -6.382 -0.005 5.647
H: -5.448 0.393 7.099
H: -4.086 -0.158 3.826

Atomic forces in eV per Å
C -0.144 -0.148 -0.109
C 0.439 0.065 0.053
C -0.049 0.212 0.224
C -0.415 0.698 0.028
N 1.229 -1.429 0.145
C -0.087 0.855 -0.362
C -0.127 -0.434 0.237
C 0.213 0.162 0.013
C -0.060 -0.383 -0.344
P 0.121 0.145 0.574
C 0.076 -0.130 -0.110
O 0.312 0.142 0.055
N -0.048 -0.240 -0.372
O -0.054 0.119 0.287
C -0.266 0.558 -0.097
S -0.111 -0.169 0.283
S -0.278 -0.299 0.189
C 0.345 0.075 0.132
C 0.553 -0.278 -0.365
C -0.284 -0.114 0.030
H 0.018 0.033 0.068
H 0.031 0.086 -0.026
H 0.090 -0.017 -0.016
H -0.204 -0.027 -0.017
H -0.071 -0.035 0.012
H -0.085 -0.050 -0.073
H -0.009 -0.071 -0.144
H 0.048 -0.111 -0.133
H -0.196 -0.129 0.017
H -0.103 -0.094 0.013
H 0.140 -0.018 0.079
H -0.122 0.077 -0.073
H -0.099 0.220 -0.106
H -0.163 0.074 -0.066
H -0.019 0.080 -0.105
H -0.072 0.108 0.003
H 0.037 0.057 0.068
H -0.025 -0.016 -0.250
H -0.236 0.090 0.015
H 0.050 -0.011 -0.074
H -0.086 -0.052 -0.101
H -0.078 0.085 -0.017
H -0.285 0.200 0.235
H -0.163 -0.012 0.219
H 0.093 0.100 -0.002
H 0.037 -0.051 -0.016
H 0.135 0.040 -0.014
C -0.097 -0.054 0.056
C 0.024 0.210 -0.230
C 0.023 -0.121 0.035
O 0.018 -0.089 0.173
H 0.057 0.021 -0.007
H 0.008 -0.008 0.020
H 0.013 0.004 -0.010
H -0.024 -0.061 0.018
H -0.037 0.063 0.020
H 0.011 -0.004 0.051
H -0.007 0.015 -0.008
H -0.015 0.003 -0.055
C 0.019 0.075 -0.044
C 0.114 -0.184 0.085
C -0.085 0.010 -0.045
O -0.090 0.097 0.079
H -0.025 -0.023 0.027
H -0.046 0.010 0.017
H -0.006 -0.013 0.008
H -0.017 0.017 -0.050
H 0.044 0.012 0.034
H -0.004 0.022 0.000
H 0.014 -0.004 0.004
H 0.082 0.038 -0.163

A structure of composition C19H43O19P2V in a non-equilibrium geometry, computed with ωB97M-V with the def2-TZVPD basis set.

Summary:
Multiplicity: 2
DFT total energy, eV: -103574.514
Net charge: -1
Frontier orbital gap (alpha / beta), eV: 5.92 / 7.35
HOMO (alpha / beta), Eh: -0.1360 / -0.1884

Positions of all 84 atoms, in Å:
O: -3.456 -0.929 3.369
V: -2.479 -0.213 2.315
O: -2.969 1.345 2.098
O: 0.820 -1.889 0.405
C: -0.075 -1.272 1.174
O: -0.198 -0.083 1.101
O: -0.849 -1.801 1.995
H: 1.231 -1.092 0.061
C: -5.895 -2.972 0.770
O: -5.324 -2.722 -0.470
P: -3.793 -2.136 -0.390
O: -3.512 -1.009 0.507
O: -2.860 -3.528 -0.260
C: -1.562 -3.667 -0.752
O: -3.495 -1.667 -1.942
C: -3.648 -2.515 -3.037
H: -5.815 -4.041 0.964
H: -6.939 -2.683 0.650
H: -5.549 -2.277 1.535
H: -0.849 -3.936 0.028
H: -1.076 -2.857 -1.297
H: -1.420 -4.574 -1.340
H: -2.795 -2.462 -3.712
H: -4.468 -2.185 -3.675
H: -3.962 -3.531 -2.795
C: 6.598 4.058 0.531
O: 5.291 3.709 -0.044
P: 5.140 2.286 -0.778
O: 6.205 1.762 -1.721
O: 4.848 1.299 0.480
C: 3.567 1.199 1.094
O: 3.615 2.463 -1.393
C: 3.171 1.804 -2.572
H: 7.440 3.586 0.025
H: 6.657 3.664 1.546
H: 6.776 5.133 0.552
H: 2.881 1.995 0.802
H: 3.623 1.283 2.179
H: 3.143 0.248 0.770
H: 2.674 2.456 -3.291
H: 2.324 1.161 -2.336
H: 3.999 1.248 -3.012
O: -1.528 3.248 -2.738
C: -1.744 2.507 -1.795
O: -2.076 2.945 -0.559
C: -2.570 4.277 -0.420
C: -3.168 4.505 0.887
C: -1.619 1.031 -1.906
H: -3.327 4.310 -1.204
H: -1.736 4.939 -0.656
H: -3.422 5.544 1.095
H: -2.586 4.066 1.697
H: -4.083 3.917 0.817
H: -0.706 0.566 -1.534
H: -1.605 0.773 -2.965
H: -2.407 0.585 -1.299
O: 2.307 4.326 2.495
C: 1.262 4.093 1.929
O: 0.917 4.563 0.685
C: 1.807 5.334 0.008
C: 1.468 5.501 -1.437
C: 0.224 3.271 2.649
H: 2.832 4.964 0.004
H: 1.773 6.329 0.453
H: 1.527 4.491 -1.843
H: 2.150 6.149 -1.987
H: 0.454 5.868 -1.594
H: 0.517 2.221 2.658
H: -0.677 3.418 2.054
H: 0.094 3.576 3.688
O: 0.960 -8.567 0.548
C: 0.381 -7.612 0.096
O: 0.209 -6.387 0.589
C: 0.415 -5.992 1.951
C: 1.700 -5.190 2.173
C: -0.078 -7.674 -1.323
H: 0.258 -6.806 2.659
H: -0.528 -5.461 2.081
H: 2.574 -5.824 2.028
H: 1.764 -4.998 3.244
H: 1.901 -4.309 1.565
H: 0.493 -7.059 -2.018
H: -1.127 -7.414 -1.177
H: -0.014 -8.683 -1.731

Atomic forces in eV per Å
O -0.113 -0.868 0.729
V -0.536 0.796 -0.841
O 0.912 -0.319 -0.026
O 0.680 -0.979 -0.114
C -2.482 -0.684 2.499
O 1.081 5.586 -2.122
O -0.479 -3.566 0.437
H 0.599 0.031 -0.664
C -1.848 0.111 1.059
O 3.590 1.391 -1.245
P 1.347 -1.782 -2.703
O -0.050 -0.844 -0.265
O -2.679 2.178 0.093
C 2.379 -0.968 0.053
O -0.372 0.003 2.486
C -1.025 -0.516 -1.400
H 0.072 0.201 0.582
H -0.244 -0.407 0.092
H 0.539 -0.471 0.320
H -0.333 0.655 0.695
H -0.720 0.444 0.041
H -0.950 -0.048 -0.648
H 0.402 -0.276 0.503
H -0.281 0.474 0.163
H 0.627 -0.176 0.305
C -0.030 -0.759 0.294
O 1.271 -0.012 -0.739
P -0.970 -1.422 -0.570
O -2.116 1.428 2.140
O 1.019 0.624 -1.072
C -0.824 0.194 -0.015
O 1.780 0.686 0.497
C -0.353 -0.590 -0.203
H -0.280 -0.022 -0.538
H -0.356 0.158 0.115
H -0.603 -0.086 -0.228
H 0.157 -0.013 -0.255
H 0.440 -0.337 -0.074
H -0.099 -0.008 0.336
H 0.731 0.725 0.045
H 0.315 -0.507 0.496
H -0.218 0.003 -0.208
O -0.449 -0.073 0.467
C 0.965 1.268 0.257
O 0.087 -1.380 -0.159
C 1.255 0.197 -2.434
C -1.057 -0.964 1.193
C -0.057 -0.714 0.211
H -0.007 0.827 -0.145
H -0.085 0.263 -0.114
H 0.170 0.015 -0.204
H -0.042 0.147 -0.011
H -0.255 0.094 0.792
H 0.243 0.650 0.513
H -0.612 -0.021 0.053
H -0.109 -0.216 -0.395
O 0.286 0.490 -1.086
C 0.495 0.036 1.238
O -1.486 -2.390 1.737
C 2.074 2.597 -0.700
C -0.930 -0.960 -0.593
C -0.598 0.422 -1.453
H 0.045 -0.200 0.688
H 0.469 0.194 0.346
H -0.138 0.060 -0.555
H 0.180 -0.034 0.320
H -0.059 -0.014 0.012
H -0.122 -0.026 -0.281
H -0.335 -0.672 0.498
H 0.142 0.278 -0.234
O -0.186 0.303 1.649
C 2.027 -0.469 -1.324
O 0.029 -0.602 -0.423
C -0.853 0.558 0.129
C 0.260 -1.082 0.391
C -0.937 -0.265 -0.104
H 0.788 -0.485 -0.265
H 0.449 0.951 0.435
H -0.055 -0.397 -0.288
H -0.219 0.598 -0.029
H -0.772 0.101 0.140
H -0.367 0.547 0.343
H -0.208 0.384 -1.113
H -0.008 -0.048 0.445

A structure of composition C19H43OP3SSeV in a non-equilibrium geometry, computed with ωB97M-V with the def2-TZVPD basis set.

Summary:
Multiplicity: 3
DFT total energy, eV: -152153.373
Net charge: +3
Frontier orbital gap (alpha / beta), eV: 4.07 / 3.98
HOMO (alpha / beta), Eh: -0.6295 / -0.6257

Positions of all 69 atoms, in Å:
V: -0.590 -0.226 -0.193
P: -2.836 0.072 0.476
P: -0.643 -2.834 -0.028
P: -0.405 2.098 -0.483
H: 4.546 -0.063 1.296
C: 4.010 0.893 1.416
C: 3.796 1.361 2.752
H: 3.944 0.697 3.604
C: -3.927 0.862 -0.761
C: -3.700 -1.506 0.800
C: -3.221 0.965 2.021
C: 1.023 -3.383 -0.544
C: -0.905 -3.737 1.545
C: -1.701 -3.807 -1.169
C: 1.354 2.529 -0.712
C: -0.950 3.382 0.697
C: -1.115 2.741 -2.049
H: 4.329 1.640 0.672
H: 3.657 2.427 2.940
H: -4.963 0.603 -0.506
H: -3.696 0.490 -1.768
H: -3.808 1.952 -0.742
H: -4.761 -1.275 0.972
H: -3.275 -1.972 1.698
H: -3.607 -2.193 -0.050
H: -4.314 0.988 2.131
H: -2.835 1.988 1.993
H: -2.770 0.428 2.866
H: 1.065 -4.479 -0.468
H: 1.796 -2.939 0.095
H: 1.205 -3.079 -1.583
H: -1.768 -4.405 1.430
H: -1.088 -3.035 2.372
H: -0.011 -4.332 1.764
H: -1.166 -4.733 -1.423
H: -1.905 -3.248 -2.092
H: -2.648 -4.060 -0.678
H: 1.433 3.583 -1.008
H: 1.804 1.892 -1.485
H: 1.898 2.374 0.229
H: -0.611 4.357 0.320
H: -0.509 3.207 1.684
H: -2.043 3.396 0.782
H: -0.895 3.815 -2.099
H: -2.199 2.585 -2.082
H: -0.659 2.231 -2.907
C: 0.785 -0.183 -3.037
C: 2.015 -0.463 -2.438
C: 3.187 0.072 -2.995
C: 3.119 0.853 -4.153
C: 1.885 1.087 -4.776
C: 0.716 0.545 -4.235
Se: -1.008 -0.683 -2.197
H: 2.646 0.562 0.982
H: 2.062 -1.075 -1.534
H: 4.150 -0.135 -2.523
H: 4.032 1.273 -4.579
H: 1.837 1.688 -5.686
H: -0.251 0.688 -4.720
C: 0.477 1.080 3.222
S: 0.119 -0.448 2.335
C: 1.610 -1.382 2.733
O: -0.989 -1.103 3.140
H: 1.483 1.451 2.984
H: 0.413 0.814 4.286
H: -0.288 1.825 2.983
H: 1.441 -1.776 3.743
H: 1.730 -2.208 2.022
H: 2.494 -0.732 2.717

Atomic forces in eV per Å
V 1.299 -1.159 3.794
P -1.634 -0.289 0.535
P 0.052 -0.607 0.409
P 0.185 2.101 -0.630
H -0.427 0.207 0.285
C -2.266 -0.701 -1.003
C 0.996 -0.112 -1.220
H -0.375 0.044 0.049
C 0.100 -0.014 -0.055
C 0.109 -0.017 -0.039
C 0.206 0.053 0.023
C 0.028 0.058 -0.135
C 0.033 0.179 0.326
C -0.119 0.310 -0.254
C 0.155 0.020 -0.077
C 0.053 0.001 0.058
C 0.013 -0.073 0.056
H -0.440 -0.056 0.338
H -0.279 -0.095 0.080
H 0.234 0.186 -0.107
H -0.168 0.121 0.241
H -0.105 -0.234 -0.014
H 0.250 -0.186 -0.017
H -0.118 0.090 -0.192
H -0.134 0.205 0.180
H 0.281 0.047 0.048
H -0.205 -0.195 0.089
H -0.241 0.136 -0.203
H 0.108 0.304 -0.045
H -0.060 -0.202 -0.194
H 0.016 -0.195 0.198
H 0.286 0.126 0.121
H 0.006 -0.492 -0.314
H -0.259 -0.002 0.017
H -0.196 0.193 0.113
H 0.015 -0.335 0.214
H 0.253 0.032 -0.171
H 0.109 -0.219 0.105
H -0.098 0.236 0.137
H -0.083 0.200 -0.124
H -0.125 -0.228 0.143
H -0.184 0.232 -0.235
H 0.299 0.072 -0.039
H -0.107 -0.226 -0.057
H 0.252 0.074 0.010
H -0.102 0.196 0.293
C -0.628 0.023 -0.066
C -0.146 0.253 0.231
C -0.238 -0.008 -0.172
C -0.073 -0.076 0.193
C 0.039 -0.214 0.167
C -0.044 -0.051 0.398
Se 0.428 -0.462 -5.272
H 3.584 1.114 1.344
H 0.073 0.082 -0.246
H -0.255 0.028 -0.213
H -0.292 -0.142 0.110
H 0.003 -0.257 0.251
H 0.315 0.062 0.042
C 0.004 -0.149 0.316
S -1.311 -0.722 1.496
C 0.155 -0.002 0.038
O 1.294 1.070 -1.327
H -0.365 0.070 -0.037
H 0.049 0.098 -0.187
H 0.235 -0.307 0.093
H 0.036 0.074 -0.168
H -0.076 0.216 0.260
H -0.396 -0.485 0.012

A structure of composition C19H44B2NO26 in a non-equilibrium geometry, computed with ωB97M-V with the def2-TZVPD basis set.

Summary:
Multiplicity: 1
ΔE to the lowest compared entry with this formula, charge and spin, kcal/mol: 166.00
DFT total energy, eV: -76491.683
Net charge: -1
Frontier orbital gap, eV: 5.93
HOMO, Eh: -0.1921

Positions of all 92 atoms, in Å:
C: 2.852 6.336 4.283
C: 3.810 6.151 3.087
C: 3.241 6.009 1.748
C: 2.262 4.788 1.744
N: 2.349 4.092 0.398
C: 1.323 2.971 0.404
C: 1.831 1.808 -0.537
C: 3.415 2.031 -0.273
C: 3.613 3.509 0.046
C: 1.921 5.184 -0.624
C: 1.569 4.725 -2.040
C: 1.192 5.756 -2.985
H: 3.256 6.611 5.358
H: 2.415 5.354 4.533
H: 1.896 7.003 3.937
H: 4.571 5.220 3.274
H: 4.473 7.044 3.026
H: 4.046 5.949 1.393
H: 2.619 6.880 1.374
H: 1.253 4.984 2.087
H: 2.513 4.095 2.623
H: 0.374 3.243 0.385
H: 1.318 2.341 1.247
H: 1.455 1.931 -1.632
H: 1.458 0.815 -0.290
H: 4.141 1.563 -1.150
H: 3.702 1.528 0.447
H: 4.167 3.992 -0.854
H: 4.186 3.416 0.955
H: 2.645 6.101 -0.778
H: 1.038 5.758 -0.260
H: 0.755 4.057 -1.881
H: 2.384 4.311 -2.376
H: 0.166 6.220 -2.814
H: 0.967 5.000 -3.706
H: 2.028 6.274 -3.265
O: -4.492 -2.140 1.398
C: -3.328 -2.309 1.361
O: -2.620 -2.151 0.291
B: -1.190 -2.487 0.613
O: -1.204 -2.622 2.090
C: -2.413 -2.546 2.445
O: -2.705 -2.309 3.625
O: -0.242 -1.541 0.303
C: 0.694 -2.086 -0.265
O: 1.775 -1.522 -0.415
C: 0.375 -3.501 -0.399
O: -0.764 -3.730 -0.069
O: 0.950 -4.184 -1.269
O: -2.441 -6.260 -2.701
C: -2.281 -5.072 -3.232
O: -2.126 -4.066 -2.529
B: -2.085 -2.877 -3.401
O: -2.063 -3.603 -4.684
C: -2.211 -4.860 -4.577
O: -2.185 -5.693 -5.517
O: -0.897 -2.110 -3.132
C: -1.217 -0.966 -3.051
O: -0.477 0.039 -2.922
C: -2.679 -0.813 -3.066
O: -3.225 -1.871 -3.248
O: -3.289 0.303 -3.024
O: 3.339 -4.456 -2.983
H: 3.306 -3.826 -2.240
H: 2.434 -4.190 -3.294
O: 3.589 -2.438 -0.983
H: 2.736 -2.053 -0.599
H: 3.961 -2.672 -0.143
O: -3.357 -1.171 6.001
H: -3.814 -0.383 5.926
H: -3.486 -1.603 5.181
O: -7.431 -2.439 -0.883
H: -8.412 -2.161 -0.693
H: -6.956 -1.795 -0.238
O: 1.071 -6.881 -1.286
H: 0.466 -6.963 -0.396
H: 1.038 -5.904 -1.416
O: 1.604 -3.740 -3.802
H: 1.350 -4.381 -4.593
H: 1.184 -4.008 -3.101
O: -6.629 -4.761 0.627
H: -7.045 -4.031 0.064
H: -5.998 -4.339 1.260
O: -6.614 -0.429 0.885
H: -7.230 -1.027 1.397
H: -5.651 -0.772 1.124
O: 1.215 -3.766 2.734
H: 0.457 -3.149 2.885
H: 1.044 -4.627 3.056
O: 0.004 -1.353 4.652
H: -0.533 -1.417 5.447
H: -0.546 -1.369 3.901

Atomic forces in eV per Å
C -1.892 0.272 0.871
C 2.362 0.412 3.794
C -13.642 0.792 5.142
C 2.585 -0.734 1.212
N -3.745 1.751 0.023
C 3.840 -3.496 -1.367
C 0.571 2.051 -2.235
C -2.784 2.157 -9.751
C 2.836 -1.214 -1.665
C -0.133 2.978 -0.758
C -2.744 0.914 5.462
C -3.867 -0.942 -0.112
H -0.426 0.133 -2.581
H -0.146 0.194 -0.283
H 2.446 -1.232 1.119
H -1.839 2.070 -0.312
H -0.183 -0.537 0.251
H 10.886 -1.635 -7.548
H 1.181 -0.584 0.631
H -0.437 0.621 -1.075
H 0.456 0.255 -1.722
H -4.177 2.063 -1.011
H 0.859 0.344 2.335
H 1.157 -0.044 1.735
H 0.227 0.174 0.533
H -2.075 1.627 1.831
H 2.279 -4.998 7.259
H -1.137 -0.194 2.017
H 0.728 1.026 0.092
H -0.402 -2.332 0.929
H 0.331 -0.966 0.437
H -0.441 -1.016 -0.450
H 4.171 -3.045 -2.134
H 1.774 0.150 0.032
H -0.283 0.448 -1.951
H 1.523 2.180 -0.913
O -2.490 0.071 0.870
C -0.204 0.119 -2.345
O 2.190 -0.164 -1.253
B -3.309 -1.714 0.602
O 1.761 -0.762 -1.511
C -1.099 1.597 6.671
O -0.150 -1.129 -1.784
O -3.162 4.495 1.128
C 6.498 0.439 0.211
O -6.808 2.860 1.053
C 5.489 -2.669 -7.834
O -5.780 -0.372 3.794
O 0.137 1.130 2.277
O 0.589 4.981 -2.439
C -1.681 -11.816 7.051
O -0.026 4.469 2.737
B -1.091 -2.585 -0.260
O 0.221 4.634 -2.254
C 0.492 -3.319 -7.493
O -0.239 2.547 2.754
O 2.465 -7.368 -0.752
C 1.487 11.399 1.530
O -1.014 -2.314 -0.147
C -1.788 10.333 0.302
O -1.583 -7.602 -1.075
O 2.110 -3.096 0.251
O 4.189 -1.454 2.877
H 1.236 -0.371 0.224
H 4.554 -1.914 0.288
O 2.953 -0.919 -0.358
H 2.387 -1.397 -1.739
H 1.198 -0.761 0.425
O 1.486 -1.480 1.764
H -1.416 2.500 -0.092
H -0.014 -0.926 -1.475
O -2.135 1.884 2.071
H 2.683 -0.896 -0.771
H -0.644 -1.007 -1.705
O -2.346 0.116 3.470
H 2.202 0.189 -3.480
H 0.197 -0.911 0.054
O -4.862 3.621 -12.643
H 0.605 2.014 2.534
H -5.293 -2.122 6.198
O -0.102 1.226 0.082
H 1.055 -0.944 0.975
H -0.907 -0.263 -1.064
O 1.467 -1.711 1.382
H 1.238 1.065 -0.417
H -2.862 0.697 -0.626
O 0.123 2.316 -0.884
H 0.899 -1.387 0.302
H -0.697 -1.083 0.595
O 1.778 0.265 1.386
H -0.417 -0.045 -0.343
H -1.429 -0.111 -0.949

The highest DFT total energy belongs to which entry? C19H43N2O4PS2